Entry 1:
C28H34B4BrN5O5 | ωB97M-V/def2-TZVPD

The geometry in XYZ format:
```
77
Properties=species:S:1:pos:R:3:forces:R:3:mulliken_charge:R:1
O -2.38325 0.02943 -3.22780 0.5287 0.0939 0.1620 -0.220
H 3.88610 -7.33475 0.27170 0.0016 -0.0077 0.0065 0.369
C -3.69223 4.48408 3.23368 0.0351 -0.0115 0.0441 -0.719
C 4.12241 -3.73362 -2.71852 -0.0095 0.0105 -0.0178 -0.446
H -1.89959 3.51031 5.92010 -0.0021 -0.0101 -0.0005 0.368
H 0.58208 2.61112 -1.88756 -0.0330 0.0338 -0.2002 0.249
C -1.23141 3.55257 3.88172 0.0084 0.0101 0.0135 -0.238
C 0.33939 -6.68170 1.45270 0.0024 -0.0084 -0.0008 -0.672
C -4.20841 -1.53971 5.36145 -0.0049 0.0123 -0.0002 -0.177
C 2.26046 -8.09187 1.45834 -0.0079 -0.0035 -0.0019 -0.538
H 3.16002 1.89772 -0.58596 0.0032 -0.0047 0.0077 0.367
H 1.18098 -0.44576 -5.97411 0.0200 -0.1185 -0.0183 0.420
C -3.19984 -0.79533 4.77222 0.0044 -0.0071 -0.0115 -0.780
C 3.59573 2.83053 -0.24345 -0.0018 -0.0022 0.0021 -0.048
C -3.41717 4.21689 4.56422 0.0403 0.0325 -0.0172 0.052
C 1.99778 -2.87210 -4.15879 -0.0092 -0.0002 -0.0259 -0.315
H 2.73231 -4.19685 -1.14053 0.0609 -0.0462 -0.0721 0.402
C -0.09179 3.36924 -1.48735 -0.0758 0.0924 0.2288 -0.980
H -4.12989 -2.61668 5.43567 0.0000 -0.0018 0.0016 0.379
H -2.57715 1.19563 4.24478 -0.0063 -0.0156 -0.0081 0.203
H 0.32077 3.67827 -0.52840 0.0762 -0.0771 0.0360 0.391
H 4.96288 1.88953 1.11690 -0.0020 -0.0039 -0.0048 0.358
O -1.91747 0.67770 -5.43895 0.8611 0.5396 0.1242 -0.164
H 3.20092 5.98993 -0.84185 0.0091 0.0057 0.0022 0.353
N -4.40823 1.23227 5.17157 -0.0349 -0.0290 0.0347 -0.172
B -2.02677 2.73452 -3.63185 -0.1899 -0.2095 -0.1863 0.392
C -5.32173 -0.87590 5.85140 0.0069 -0.0069 -0.0051 -0.464
H 2.78852 -8.98423 1.76519 0.0051 0.0015 -0.0013 0.353
H 0.77440 -3.38329 -2.47513 0.0926 -0.0278 -0.0547 0.112
H -6.23004 1.05566 6.10192 -0.0033 -0.0088 0.0060 0.338
C 2.86447 -3.80160 -2.13942 -0.0199 0.1266 -0.0124 -0.142
H 0.32071 0.78320 -6.91227 0.0362 0.0057 -0.0752 0.268
H -4.65801 4.85787 2.92274 -0.0019 -0.0102 -0.0107 0.371
H 5.00220 -4.06869 -2.18520 0.0058 0.0021 -0.0055 0.383
H 0.57851 -4.90973 0.25836 -0.0078 -0.0004 0.0089 0.338
C 5.13274 4.03852 1.11741 -0.0050 -0.0009 -0.0041 -0.153
H -1.93758 3.34845 -0.40652 -0.1568 0.0283 -0.0937 -0.488
C -1.51216 2.85908 -1.27904 0.0878 -0.1203 0.4128 0.645
C 0.25529 -0.22610 -6.50850 -0.1668 0.1748 -0.1439 -1.004
N 3.20182 -2.79689 -4.72375 0.0046 0.0187 -0.0169 -0.523
Br -1.82402 -2.55940 -2.16983 -0.2005 -0.0022 0.0322 -0.310
H -0.23784 3.17949 4.10800 0.0018 0.0116 0.0124 0.368
H -4.16498 4.37296 5.32896 -0.0164 -0.0374 -0.0081 0.382
C 4.23723 -3.22460 -4.00432 0.0030 -0.0070 0.0116 -0.295
B -0.96789 -0.32503 -5.55416 -0.5127 -0.3821 -0.0922 0.352
B -2.16592 1.07412 -4.13515 -0.4393 -0.2377 -0.0226 0.772
C -3.34632 0.58286 4.70128 -0.0417 -0.0494 -0.0124 0.197
C -2.69661 4.25438 2.29555 0.0139 0.0421 -0.0543 -0.050
N 3.10434 3.94031 -0.78841 0.0328 0.0078 -0.0325 -0.374
C 3.61969 5.09922 -0.38629 0.0047 -0.0035 0.0091 -0.162
C 2.87363 -7.16986 0.62335 -0.0038 -0.0031 -0.0007 -0.262
C -5.37258 0.50477 5.73050 0.0045 -0.0008 0.0120 -0.235
H 0.45284 -8.53619 2.53388 0.0001 -0.0012 0.0014 0.375
H -0.08140 4.25199 -2.12519 -0.0086 -0.0102 -0.0696 0.302
H -2.87794 4.45162 1.24455 -0.0599 0.0215 0.0138 0.370
H -6.13617 -1.41265 6.31844 -0.0048 0.0039 -0.0016 0.357
C 4.60424 2.82467 0.70894 0.0016 0.0053 0.0050 -0.586
H -0.63454 3.59763 -4.78590 -0.3111 -0.1179 -0.2941 0.318
H -1.49376 1.78661 -1.05913 -0.1090 -0.0267 -0.0845 0.213
N 2.28407 -6.05280 0.20415 -0.0162 -0.0541 0.1107 -0.239
O -1.12935 -1.40482 -4.67723 0.3463 0.1996 0.3188 -0.331
O -1.56687 3.66205 -4.54807 0.1927 0.1956 0.4309 -0.591
C 4.63044 5.20234 0.55829 0.0001 -0.0034 0.0053 -0.463
H 5.01059 6.17311 0.84569 -0.0053 0.0033 -0.0013 0.351
H -0.67105 -6.44296 1.75495 -0.0019 0.0032 -0.0058 0.356
H 5.20824 -3.15553 -4.48333 0.0065 -0.0050 0.0111 0.352
C 1.77816 -3.35863 -2.87863 0.0330 -0.0097 0.0340 -0.060
H 0.18839 -0.91466 -7.35315 0.0292 -0.0931 0.0575 0.314
B -1.78745 -1.17007 -3.50080 -0.3046 -0.1122 -0.2128 0.286
C 0.96541 -7.84061 1.88213 0.0018 0.0046 -0.0047 -0.135
O -2.38952 3.12570 -2.37499 0.1879 0.1498 -0.2470 -0.769
C 1.03973 -5.82473 0.61698 -0.0053 0.0057 -0.0157 0.006
H 1.16438 -2.52603 -4.75971 -0.0149 -0.0286 0.0257 0.531
N -1.48298 3.79965 2.59749 0.0008 -0.0350 -0.0293 -0.366
C -2.15901 3.73927 4.89530 0.0402 0.1036 -0.0015 -0.578
H -2.31409 -1.26867 4.37069 0.0021 0.0062 -0.0036 0.369
H 5.92113 4.07679 1.85800 0.0013 0.0003 0.0009 0.368
```
Forces are in eV/Å.

DFT total energy = -120032.467 eV
Kohn-Sham gap = 9.569 eV
Structure (SMILES) = CCOB(O)B1OB(C)OB(Br)O1.c1ccncc1.c1ccncc1.c1ccncc1.c1ccncc1.c1ccncc1
Charge = 0

---

Entry 2:
C28H34BF3N4O11STa | ωB97M-V/def2-TZVPD

The geometry in XYZ format:
```
83
Properties=species:S:1:pos:R:3:forces:R:3:mulliken_charge:R:1
H -2.32920 0.67757 -3.45836 -1.3587 -0.5674 0.6016 0.090
H 3.13625 0.94460 10.60123 0.0690 0.0182 -0.1203 0.365
H -4.78736 -0.90230 0.79404 0.4179 0.2397 0.4958 0.292
H -3.63859 -1.83921 -7.08459 -0.0088 0.1494 -0.0917 0.479
H 1.93007 -0.10805 6.62093 0.1205 0.0680 0.0309 0.439
H -3.24754 3.08173 -0.30148 1.7029 -0.3210 -0.5441 0.316
O -5.47321 -0.08884 -4.52791 2.4782 0.4190 0.5517 -0.504
H -1.60463 -1.54751 1.82111 -0.1461 -0.0452 -1.3579 0.332
H -3.25643 -1.40362 -1.82978 -0.2251 1.7144 0.3664 0.408
H 4.70400 -1.62138 4.97328 -0.0077 -0.1806 -0.1882 0.515
H 7.00770 0.79234 2.29001 -0.0877 -0.0909 0.0312 0.423
H 0.15464 -0.55819 2.79044 1.0253 0.9228 -1.6706 0.184
C -3.02739 -1.37101 -9.09168 -0.0017 -0.0214 -0.0192 -0.350
B -3.67550 0.80953 1.37584 -0.6327 0.4202 0.4037 0.261
C -3.27572 -0.57483 -10.20860 -0.4407 0.0755 0.6615 0.078
H -4.49556 0.99720 -11.06184 0.1862 -0.1906 0.0166 0.418
C -2.27067 2.72426 -0.80569 -0.7603 1.6462 -0.5040 -1.067
H 6.73280 -0.90012 0.50591 -0.0940 -0.0591 0.0912 0.389
O -1.59025 -1.60174 -11.39772 -0.3846 0.3999 -0.0412 -0.599
H 5.45984 -2.96487 0.94030 -0.1169 -0.0074 0.2445 0.451
H 1.48938 -0.06573 9.05514 0.1096 0.0442 -0.0557 0.369
C -4.29987 0.37017 -10.19923 -0.0681 0.0952 -0.0895 -0.305
H -5.54515 0.85999 -4.26291 -0.1534 -1.0855 -0.0333 0.358
H 0.84145 -3.20559 1.92328 -0.4871 1.8683 -0.7682 0.299
O 6.75707 2.55485 7.93017 -0.3788 -0.2374 -0.3971 -0.607
H -5.47298 -0.18252 -7.06254 0.1338 -0.0578 -0.0585 0.420
S -0.98370 3.96555 -0.36233 2.2427 1.1912 2.8554 0.877
F 1.13479 0.06290 -1.07281 -2.0705 0.0716 -2.0147 -0.207
C -3.43878 -0.27628 -1.64882 -0.9118 -0.1225 -0.4314 -0.860
C -1.68291 -1.62450 0.67946 0.5467 -2.4674 0.3940 -1.041
O 0.43422 3.48475 -0.49141 -3.3099 0.5703 -0.4794 -0.550
C -0.14704 0.27189 -1.68617 0.4424 0.4995 -1.5654 0.045
O -3.97519 2.04826 2.07385 -0.5186 -1.1091 -1.5048 -0.605
C 4.74182 1.47014 7.66419 -0.7249 -0.3409 0.2926 -0.021
C 2.65321 0.33949 7.29440 0.1182 0.0664 0.1782 -0.664
H -2.45846 2.84325 -1.93896 0.6833 -0.2124 1.5923 0.413
O -1.22179 4.62552 0.99382 -0.2724 -1.7823 -3.4606 -0.635
C 5.56868 -2.22928 1.72950 0.0161 -0.0688 -0.0923 -0.296
C 0.52604 0.37559 2.23055 -1.5119 0.6870 -1.1008 -0.539
C -0.41250 -2.42130 0.16602 0.2240 -0.4592 0.9359 -0.160
H -5.89355 1.23665 -9.04718 0.1051 -0.0629 -0.0518 0.365
C 2.40745 0.36191 8.66396 0.0401 0.0150 -0.0114 -0.453
H -1.12486 5.01683 -1.29513 -0.0719 -0.9904 0.5475 0.096
F -0.47140 -0.83298 -2.57874 1.4805 1.7254 1.3105 -0.225
H 1.77345 -2.32378 0.46693 -1.4038 -1.8829 0.0723 0.127
C -3.38251 0.46031 -3.07381 -0.6062 0.1520 -0.7986 -0.319
F -0.00175 1.40501 -2.59003 0.3207 -2.1989 1.2132 -0.276
H -0.53500 2.28022 1.94841 1.0693 -1.0982 -1.7488 0.288
C -0.44142 1.18969 1.56841 -0.5677 -0.9606 2.4519 -0.079
N 4.26623 -3.66406 3.26055 -0.3427 -0.5692 -0.0397 1.034
C -4.85125 -0.28905 -7.94649 -0.0508 0.0362 -0.0328 -0.388
H -4.84366 2.33345 1.70284 0.5702 -0.3111 0.8943 0.252
Ta -1.85563 0.55153 -0.11814 1.4794 -0.7419 1.9839 1.331
C 5.00520 -2.42935 2.98753 0.4115 0.6908 -0.1514 0.049
C 0.77631 -2.70073 0.90635 -0.7017 0.6625 -0.9954 -0.688
O -2.69260 -0.01244 -12.36672 0.1190 -0.3217 0.3876 -0.610
C 3.82312 0.89500 6.78817 0.0207 -0.0024 -0.0905 -0.163
C 5.14495 -1.47520 3.99328 -0.0038 0.0140 0.0328 -0.496
H 5.21903 1.92711 9.72577 0.0169 -0.0045 -0.2630 0.439
O 3.76874 -3.79733 4.37026 0.2313 0.0809 -0.4761 -0.615
H -2.67744 -2.15856 0.41897 1.4756 0.7493 0.3079 0.390
N -4.57900 -0.38517 1.66010 0.5003 0.1774 -0.0242 -0.822
O 4.19262 -4.49248 2.36461 0.0677 0.4490 0.5206 -0.595
C -5.08926 0.50844 -9.06267 0.2380 -0.2127 0.0076 -0.442
C 5.86756 -0.31464 3.73732 -0.0123 -0.1418 -0.1359 -0.095
H -3.91004 1.48539 -3.00528 0.6387 -1.5179 -0.0804 0.371
H -4.07069 -1.06897 2.25595 -0.5840 0.6639 -0.3590 0.280
H -0.46677 -2.86000 -0.89933 0.4892 2.0023 1.1676 0.266
H 4.00115 0.87411 5.71850 0.0945 0.1268 0.1678 0.638
H 1.65737 0.58863 2.17740 -1.8588 0.0714 0.7921 0.223
N 5.96479 2.07599 7.13295 0.4586 0.2425 -0.0632 1.016
C 6.28750 -1.06455 1.48127 -0.0735 0.0118 0.2771 -0.457
H -4.51351 -0.13668 -1.25010 1.4851 -0.4688 -0.7212 0.266
H 5.98729 0.43170 4.51602 -0.0225 -0.1631 -0.1646 0.382
C 4.50651 1.48666 9.03746 0.0447 0.0442 0.0962 -0.394
H -2.22932 -2.10497 -9.08943 -0.0739 0.1597 -0.1807 0.418
C 6.43965 -0.11224 2.48477 -0.0168 -0.0645 -0.0420 -0.631
C -3.82051 -1.22361 -7.95829 -0.0130 -0.0106 -0.2229 -0.471
C -4.10041 -0.41684 -4.22939 1.8178 -1.3063 -1.0916 0.358
O 6.12100 2.07115 5.92027 -0.0175 0.0872 0.5754 -0.636
O -3.49530 -1.31869 -4.86004 -2.8968 3.2011 2.4333 -0.543
N -2.45811 -0.74138 -11.41231 0.2793 -0.0494 -0.3726 0.988
C 3.33254 0.93126 9.53436 0.0191 -0.0235 -0.2756 -0.391
```
Forces are in eV/Å.

DFT total energy = -79269.434 eV
Kohn-Sham gap = 5.230 eV
Charge = -1

---

Entry 3:
C28H34BrF4NiO4P | ωB97M-V/def2-TZVPD

The geometry in XYZ format:
```
73
Properties=species:S:1:pos:R:3:forces:R:3:mulliken_charge:R:1
C -3.00599 -3.15773 -3.11370 0.0580 0.0607 0.0311 0.457
H -3.04932 3.43142 -2.14997 0.0071 0.0180 0.0207 0.444
C 0.92544 -3.47593 1.14890 0.0127 0.0365 0.0545 -0.540
C 1.99502 -2.46204 -0.76412 0.0177 0.0051 0.0032 -0.346
H -1.12817 1.74974 2.34566 -0.0333 -0.0271 0.0212 0.120
H -1.01787 -1.18150 4.95527 0.0134 -0.0161 0.0415 0.523
H 1.82333 -5.28197 1.86355 -0.0160 -0.0206 0.0181 0.482
C 1.00010 -2.43980 0.21719 -0.0217 -0.1669 -0.0134 0.854
C -3.02554 -3.58551 -1.79588 0.0257 0.0283 -0.0282 0.339
H -3.10971 -0.71253 0.50814 -0.0077 0.0283 -0.0495 0.426
C -0.69341 -1.20882 2.84241 -0.0087 -0.0061 -0.0372 -0.594
H 2.54961 2.20328 2.19672 -0.0130 -0.0440 -0.0033 0.320
C 2.11526 1.20261 2.32461 -0.0741 -0.1785 -0.1100 -0.883
C 2.93241 -3.47921 -0.78044 -0.0190 -0.0028 0.0273 -0.931
H 4.52392 0.85112 -0.23467 -0.0392 -0.0174 0.0029 0.539
H 3.70860 -0.04331 -1.53063 -0.0497 0.0544 -0.0266 0.328
C -2.85763 2.37529 -2.32633 -0.0254 -0.0366 -0.0101 -1.485
O 1.85647 1.88348 -1.87100 -0.2815 0.2548 0.1621 -0.447
C -1.38678 -1.88997 -1.19074 -0.0168 -0.0088 -0.2799 0.205
H 1.00414 3.20004 0.69724 -0.0429 -0.0114 -0.0450 -0.019
H 0.41068 2.67603 -3.08748 -0.0263 -0.0209 -0.0013 0.162
H 0.89457 4.29061 -0.69703 0.0237 0.0308 -0.0958 0.115
H 0.36083 -1.42282 2.94684 0.0610 -0.0274 -0.0204 0.392
C -3.40164 -0.62571 2.61818 0.0293 -0.0086 -0.0470 -0.964
H -3.81308 1.91838 -2.58601 -0.0115 -0.0098 0.0006 0.450
H -2.19538 2.27422 -3.18501 0.0204 -0.0253 -0.0219 0.256
C -2.29266 1.66794 -1.11651 0.0216 0.0281 0.0882 -0.016
H -3.42580 -0.66336 4.76006 -0.0150 0.0132 0.0231 0.460
H 0.27790 4.78775 0.86440 -0.0301 0.0319 -0.0313 0.526
H -1.52989 4.08140 -0.78076 0.0509 -0.0228 0.0476 0.399
H 2.18455 0.93210 3.38389 0.0192 0.0071 -0.0178 0.534
H -2.90640 1.82722 -0.22485 -0.0248 -0.0213 -0.0564 0.454
C -2.63199 -0.78542 1.47578 -0.0072 0.0426 0.0972 -0.609
Br -0.18634 -0.16656 -3.16414 0.0307 -0.1225 -0.1007 0.035
H 0.13058 2.93865 2.80106 -0.0311 0.0192 0.0253 0.396
C -2.82192 -0.76831 3.86972 0.0357 -0.0114 0.0402 -0.796
C 3.59358 0.75242 -0.79297 -0.0300 0.0952 -0.0216 -0.526
C -1.46905 -1.06231 3.98048 -0.0365 -0.0283 -0.0551 -0.858
O -0.94285 2.10735 -0.78835 0.0403 -0.3164 -0.0387 0.511
H 3.24894 2.89454 -0.72143 0.0103 -0.0296 -0.0043 0.284
H 1.65186 3.83802 -2.58264 0.0568 0.0194 -0.0082 0.487
H 2.54168 -0.85178 1.73090 -0.0793 0.0584 0.0326 0.083
C -2.15691 -2.11585 -3.48559 -0.0872 -0.1275 0.1178 0.335
H -1.58465 3.27498 0.79046 0.0476 0.0018 -0.0398 0.353
O 2.51832 0.38399 0.09472 -0.1601 -0.0627 -0.0784 -0.238
H 3.61459 -5.27799 0.16635 0.0221 -0.0118 0.0061 0.430
H 2.05221 2.59872 -3.79928 -0.0510 0.0097 -0.0098 0.354
H 2.02223 -1.70080 -1.53402 -0.0036 0.0434 -0.0096 0.440
Ni 0.62773 0.81374 -0.54933 0.5980 -0.0058 -0.2829 1.572
C 0.38098 3.93750 0.18980 0.0758 -0.0021 0.0865 -1.177
C -2.21078 -2.96021 -0.85974 -0.0706 -0.0635 -0.0663 -0.139
F -2.12937 -1.73903 -4.75315 0.0113 0.0038 0.0296 -0.295
C 1.87727 -4.48530 1.13539 0.0072 0.0275 -0.0411 -0.825
F -2.23170 -3.43820 0.38152 0.0016 -0.0607 -0.0465 -0.374
C 2.84134 0.16838 1.48741 -0.0576 0.1600 0.0740 -0.562
F -3.80373 -4.58635 -1.43561 0.0381 0.0462 0.0008 -0.257
C -1.27190 -1.07801 1.58009 -0.0619 -0.0074 -0.0331 1.061
H -4.45763 -0.41228 2.52996 -0.0243 0.0033 -0.0092 0.514
H 0.12374 -3.51609 1.87193 -0.0274 0.0378 0.0328 0.457
O 0.76850 1.18361 1.88352 0.0146 0.1249 0.2426 0.596
C -0.12790 1.87862 2.75025 0.2005 -0.0525 0.0761 -1.307
C 2.88170 -4.48338 0.17954 0.0023 -0.0009 -0.0130 -0.707
C 3.20751 2.06257 -1.43138 0.0041 -0.0974 0.0252 -0.842
H -0.08835 1.44711 3.75116 -0.0221 0.0500 0.0218 0.484
F -3.77044 -3.73932 -4.00991 0.0521 0.0373 0.0395 -0.248
H 3.85075 2.29054 -2.28427 -0.0193 -0.0508 0.0131 0.609
H 3.69537 -3.49905 -1.54597 0.0208 -0.0021 -0.0229 0.517
H -2.22033 0.59728 -1.28569 -0.0247 0.0195 -0.0520 -0.089
C -0.99208 3.40053 -0.11949 -0.0074 -0.0253 0.0718 -0.536
C 1.47092 2.81307 -2.90201 0.0257 -0.0306 0.0182 -1.065
C -1.35845 -1.50420 -2.53870 -0.0254 -0.0358 0.0414 0.157
H 3.91898 0.25576 1.62101 -0.0260 -0.0476 -0.0058 0.713
P -0.28601 -1.18935 0.07469 -0.0469 0.4680 0.1995 0.495
```
Forces are in eV/Å.

DFT total energy = -169005.329 eV
Kohn-Sham gap (alpha / beta) = 7.168 / 7.290 eV
Charge = +2